{
  "formula": "C5H7NO3S",
  "method": "ωB97M-V/def2-TZVPD",
  "spin_multiplicity": 3,
  "homo_lumo_gap_ev": [7.65, 6.01],
  "de_lowest_kj_mol": 0.00,
  "s2": 2.034,
  "elements": ["C", "C", "C", "C", "C", "N", "O", "O", "O", "S", "H", "H", "H", "H", "H", "H", "H"],
  "xyz": [[2.0578, 0.1667, 0.3572], [1.2324, 0.1476, 1.4848], [1.2546, 0.4554, -0.7847], [-0.1646, 0.3450, 0.9336], [-1.0893, 0.8828, -1.3115], [0.0268, 0.7116, -0.3989], [-0.7236, -2.2725, 1.7401], [-2.3401, -1.0297, 0.3977], [-0.2972, -1.9600, -0.6814], [-0.9722, -1.5149, 0.5172], [3.1337, 0.2128, 0.1676], [1.3211, -0.0941, 2.5343], [1.5882, 0.3540, -1.8461], [-1.0087, 0.7876, 1.4392], [-1.4545, 1.9622, -1.1104], [-1.7949, 0.1019, -1.0870], [-0.7696, 0.7437, -2.3518]]
}